{
  "formula": "C24H32O24",
  "method": "wB97M-V/def2-TZVPD",
  "total_charge": 1,
  "homo_ev": [-12.23, -12.23],
  "multiplicity": 2,
  "e_lumo_ev": [-3.77, -9.73],
  "elements": ["C", "C", "O", "C", "O", "O", "H", "H", "H", "H", "C", "C", "O", "C", "O", "O", "H", "H", "H", "H", "C", "C", "O", "C", "O", "O", "H", "H", "H", "H", "C", "C", "O", "C", "O", "O", "H", "H", "H", "H", "C", "C", "O", "C", "O", "O", "H", "H", "H", "H", "C", "C", "O", "C", "O", "O", "H", "H", "H", "H", "C", "C", "O", "C", "O", "O", "H", "H", "H", "H", "C", "C", "O", "C", "O", "O", "H", "H", "H", "H"],
  "positions_angstrom": [[-8.830, 9.273, -14.708], [-7.448, 9.972, -14.437], [-6.702, 9.508, -15.580], [-7.151, 8.215, -15.827], [-6.723, 7.369, -16.574], [-8.365, 8.041, -15.291], [-9.512, 9.968, -15.199], [-9.269, 8.991, -13.751], [-6.913, 9.665, -13.539], [-7.517, 11.060, -14.435], [-8.930, 8.304, -9.572], [-8.272, 7.805, -10.860], [-9.385, 7.570, -11.739], [-10.446, 8.254, -11.293], [-11.540, 8.456, -11.886], [-10.086, 8.847, -10.156], [-8.199, 8.989, -9.144], [-9.170, 7.631, -8.749], [-7.646, 6.927, -10.701], [-7.782, 8.646, -11.351], [-3.508, 8.332, -17.846], [-3.723, 7.115, -18.822], [-4.005, 7.845, -19.998], [-3.476, 9.084, -19.939], [-3.371, 9.831, -20.884], [-3.015, 9.315, -18.730], [-2.857, 7.925, -17.072], [-4.436, 8.620, -17.354], [-4.390, 6.373, -18.383], [-2.840, 6.504, -19.005], [-5.363, 13.954, -13.773], [-6.800, 14.340, -13.836], [-6.855, 14.850, -15.170], [-5.625, 14.878, -15.766], [-5.393, 15.432, -16.841], [-4.740, 14.466, -14.871], [-5.071, 12.906, -13.708], [-4.866, 14.583, -13.034], [-6.947, 15.181, -13.158], [-7.519, 13.542, -13.651], [-7.585, 8.041, -19.447], [-7.105, 6.850, -20.307], [-8.182, 6.620, -21.152], [-9.022, 7.669, -21.121], [-10.024, 7.765, -21.891], [-8.659, 8.538, -20.204], [-6.776, 8.741, -19.238], [-8.152, 7.734, -18.568], [-6.856, 6.062, -19.596], [-6.321, 7.033, -21.042], [-8.932, 5.441, -14.460], [-8.783, 4.865, -13.018], [-9.552, 3.732, -13.171], [-9.589, 3.368, -14.407], [-9.899, 2.211, -14.802], [-9.305, 4.355, -15.195], [-7.967, 5.834, -14.781], [-9.724, 6.186, -14.538], [-9.178, 5.507, -12.231], [-7.711, 4.821, -12.824], [-6.663, 12.156, -17.509], [-5.398, 11.428, -17.602], [-5.437, 10.987, -18.928], [-6.289, 11.729, -19.662], [-6.447, 11.537, -20.876], [-6.801, 12.577, -18.866], [-6.640, 12.794, -16.625], [-7.542, 11.532, -17.342], [-5.282, 10.530, -16.996], [-4.532, 12.061, -17.410], [-12.589, 12.831, -14.517], [-12.212, 14.290, -14.508], [-11.075, 14.239, -13.802], [-10.537, 12.996, -13.637], [-9.617, 12.536, -13.022], [-11.382, 12.131, -14.192], [-12.946, 12.576, -15.515], [-13.421, 12.584, -13.856], [-12.967, 14.850, -13.956], [-12.102, 14.740, -15.495]],
  "forces_ev_per_angstrom": [[1.81, 0.50, 2.80], [-1.07, 0.04, -0.46], [0.27, -1.95, -0.06], [-1.09, 0.47, -1.49], [0.99, 1.25, 0.77], [-0.59, 1.23, -0.24], [0.02, -0.75, -0.95], [-0.27, 0.10, -0.19], [-0.27, -0.22, 0.08], [0.05, -0.10, -0.25], [1.26, -0.39, -0.74], [-0.26, -0.11, 0.32], [-0.22, -1.16, -0.54], [-3.45, 1.68, -1.91], [4.65, -1.25, 2.25], [-1.60, 1.39, 1.40], [-0.72, 0.83, 0.00], [-0.19, -0.55, -0.50], [-0.10, 0.02, -0.51], [0.68, -0.16, 0.37], [-0.09, -2.77, -0.16], [1.09, 1.11, 1.48], [-1.64, -1.15, -1.11], [0.54, 1.38, -2.84], [-0.39, -1.47, 1.70], [0.60, 0.63, 1.97], [0.67, 1.03, -0.04], [-0.12, 0.20, -0.30], [-1.16, 0.49, -0.74], [0.51, 0.44, 0.08], [1.63, -0.24, 2.77], [0.00, 0.54, -0.33], [-0.91, -0.34, -1.25], [-0.29, 3.36, -1.93], [-0.66, -2.32, 2.80], [1.36, 0.10, -3.25], [-0.42, -0.12, 0.41], [-0.14, -0.99, 1.11], [-0.50, -0.15, -0.01], [-0.04, 0.19, -0.19], [0.98, -1.72, 0.75], [1.92, 1.39, 1.46], [-4.78, 0.27, -1.85], [4.35, -1.04, 2.79], [-0.19, 0.14, -0.08], [-2.95, 1.22, -3.59], [-0.46, 0.46, -0.22], [0.99, -0.32, 0.48], [-0.33, -0.58, -0.67], [0.65, 0.35, 0.82], [0.61, 2.19, 1.83], [0.02, 2.82, -0.86], [0.22, -1.41, 3.28], [-2.06, -6.91, -2.62], [1.04, 4.30, 1.41], [0.42, -0.26, -2.62], [-0.34, -0.05, -0.32], [0.20, 0.18, 0.08], [-0.32, -0.31, -0.36], [0.11, -1.38, 0.19], [-1.00, -0.94, 0.97], [1.36, -1.23, 0.56], [1.05, -1.83, -1.31], [1.73, -2.44, -4.06], [-0.14, 0.81, 3.54], [-2.73, 4.18, 1.22], [-0.24, 1.31, -1.08], [0.03, -0.47, 0.13], [-0.27, 0.38, 0.23], [0.07, 0.23, -0.30], [-1.40, -0.71, -1.64], [-2.63, -0.39, -0.69], [5.32, 0.73, 2.74], [-1.76, -0.97, 0.31], [0.81, 1.90, -0.28], [-1.39, -0.24, -0.93], [0.29, -0.48, -0.01], [0.46, -0.13, 0.47], [0.12, 0.24, -0.05], [0.31, -0.08, -0.03]]
}

{
  "formula": "C24H33AsN5O3Zn",
  "method": "wB97M-V/def2-TZVPD",
  "total_charge": 1,
  "homo_ev": -10.04,
  "multiplicity": 1,
  "e_lumo_ev": -2.87,
  "elements": ["Zn", "C", "C", "C", "C", "N", "C", "C", "C", "C", "C", "C", "N", "C", "C", "C", "C", "C", "N", "H", "H", "H", "H", "H", "H", "H", "H", "H", "H", "H", "C", "C", "As", "C", "C", "C", "C", "H", "H", "H", "H", "H", "H", "H", "H", "H", "H", "H", "H", "H", "H", "H", "N", "C", "N", "O", "H", "H", "H", "H", "C", "O", "C", "O", "H", "H", "H"],
  "positions_angstrom": [[-0.341, -0.167, 0.131], [0.337, 1.119, -4.113], [-0.129, 0.029, -4.828], [-0.737, -1.015, -4.149], [-0.848, -0.939, -2.769], [-0.377, 0.107, -2.078], [0.191, 1.113, -2.737], [-1.512, -1.990, -1.951], [-1.698, -3.299, -2.368], [-2.267, -4.192, -1.478], [-2.617, -3.771, -0.205], [-2.399, -2.446, 0.133], [-1.890, -1.580, -0.742], [-2.637, -1.884, 1.490], [-3.514, -2.457, 2.399], [-3.662, -1.865, 3.644], [-2.936, -0.723, 3.937], [-2.090, -0.212, 2.966], [-1.940, -0.777, 1.772], [0.809, 1.957, -4.606], [-0.032, -0.006, -5.905], [-1.136, -1.863, -4.686], [0.544, 1.938, -2.129], [-1.364, -3.626, -3.341], [-2.404, -5.227, -1.763], [-3.011, -4.470, 0.519], [-4.084, -3.337, 2.137], [-4.339, -2.291, 4.372], [-3.022, -0.233, 4.897], [-1.506, 0.684, 3.143], [1.587, 4.221, 0.000], [2.605, 3.157, -0.395], [2.159, 1.378, 0.313], [2.768, 1.590, 2.164], [1.620, 1.841, 3.134], [3.671, 0.382, -0.430], [3.416, -0.050, -1.870], [1.814, 5.182, -0.463], [1.574, 4.373, 1.081], [0.579, 3.927, -0.305], [3.606, 3.414, -0.042], [2.666, 3.070, -1.484], [3.505, 2.395, 2.195], [3.277, 0.660, 2.421], [1.073, 2.754, 2.892], [1.982, 1.931, 4.160], [0.913, 1.010, 3.105], [3.814, -0.490, 0.209], [4.569, 0.999, -0.351], [2.543, -0.705, -1.934], [4.269, -0.597, -2.273], [3.243, 0.809, -2.525], [-2.623, 3.381, 0.411], [-2.262, 2.110, 0.145], [-3.143, 1.320, -0.492], [-1.127, 1.711, 0.483], [-3.539, 3.739, 0.208], [-1.969, 3.965, 0.901], [-4.058, 1.633, -0.758], [-2.880, 0.357, -0.659], [2.678, -2.768, 1.655], [1.801, -1.646, 1.473], [0.897, -1.753, 0.451], [0.884, -2.755, -0.236], [2.105, -3.673, 1.848], [3.304, -2.524, 2.508], [3.292, -2.926, 0.768]],
  "forces_ev_per_angstrom": [[0.17, 0.09, 0.07], [-0.01, -0.01, 0.00], [0.00, 0.01, 0.00], [0.00, 0.01, 0.01], [-0.02, -0.02, 0.00], [-0.04, -0.04, -0.01], [0.00, 0.02, 0.00], [0.00, 0.02, -0.02], [0.01, 0.04, -0.01], [-0.02, -0.04, 0.02], [0.01, 0.01, -0.01], [-0.03, 0.00, 0.02], [0.02, -0.02, -0.02], [0.01, 0.00, -0.01], [0.01, 0.02, 0.01], [-0.01, -0.01, 0.00], [0.00, 0.00, 0.00], [0.01, 0.00, -0.01], [-0.04, -0.04, 0.00], [0.00, 0.00, 0.00], [0.00, 0.00, 0.00], [0.00, 0.00, 0.00], [0.01, -0.01, 0.01], [0.00, -0.01, 0.00], [0.00, 0.00, 0.00], [0.00, -0.01, -0.01], [0.00, 0.00, 0.00], [0.00, 0.00, 0.00], [0.00, 0.00, 0.00], [0.00, 0.00, 0.01], [0.00, 0.00, -0.01], [0.01, 0.01, -0.03], [0.00, 0.00, -0.02], [0.01, -0.02, 0.02], [-0.01, -0.03, 0.01], [0.01, 0.00, 0.00], [0.01, 0.00, -0.01], [0.01, 0.00, 0.01], [-0.01, -0.01, 0.00], [0.00, 0.01, 0.01], [0.00, 0.03, -0.01], [0.00, -0.01, 0.00], [0.00, -0.01, 0.02], [0.01, 0.01, 0.00], [-0.01, 0.00, -0.01], [0.00, 0.02, 0.00], [0.00, -0.01, 0.00], [0.00, 0.01, 0.01], [0.00, -0.01, 0.00], [0.00, 0.00, 0.00], [0.00, 0.00, 0.00], [0.00, -0.01, 0.01], [-0.05, 0.01, 0.00], [0.06, 0.02, 0.03], [0.02, -0.06, 0.00], [-0.13, 0.02, -0.07], [0.00, 0.01, 0.00], [0.02, -0.01, 0.00], [0.00, 0.03, 0.01], [-0.01, 0.00, 0.00], [-0.01, 0.03, -0.01], [-0.04, 0.02, -0.03], [-0.05, -0.02, -0.02], [0.03, -0.03, 0.03], [0.02, -0.01, 0.00], [-0.01, -0.01, 0.01], [-0.01, -0.01, 0.00]]
}

{
  "formula": "C24H33ClI2OP3Tb",
  "method": "wB97M-V/def2-TZVPD",
  "total_charge": 2,
  "homo_ev": [-12.09, -13.25],
  "multiplicity": 7,
  "e_lumo_ev": [-6.23, -6.27],
  "elements": ["I", "I", "Tb", "P", "C", "C", "H", "H", "H", "H", "H", "H", "C", "H", "H", "H", "P", "C", "C", "H", "H", "H", "C", "H", "H", "H", "H", "H", "H", "Cl", "O", "P", "C", "C", "C", "C", "C", "C", "C", "C", "C", "C", "C", "C", "C", "C", "C", "C", "C", "C", "H", "H", "H", "H", "H", "H", "H", "H", "H", "H", "H", "H", "H", "H", "H"],
  "positions_angstrom": [[-0.852, 1.379, 0.768], [-1.185, -1.102, 0.624], [2.608, 0.402, -3.609], [-3.393, -0.075, -0.226], [-4.320, 0.037, 1.303], [-3.528, 1.384, -1.270], [-4.539, 1.522, -1.675], [-4.819, -1.555, -1.490], [-2.829, 1.284, -2.108], [-3.117, -1.534, -2.057], [-4.087, 0.973, 1.822], [-3.260, 2.283, -0.703], [-3.773, -1.534, -1.179], [-5.389, 0.014, 1.062], [-3.551, -2.419, -0.575], [-4.089, -0.801, 1.970], [2.547, 0.260, -0.973], [3.157, 0.232, 0.756], [3.489, -1.280, -1.519], [3.662, 2.110, -2.596], [4.763, 1.362, -1.349], [3.430, 2.424, -0.894], [3.722, 1.612, -1.570], [3.184, -1.732, -2.494], [4.576, -1.170, -1.448], [4.256, 0.263, 0.740], [2.853, -0.662, 1.312], [3.203, -2.007, -0.745], [2.796, 1.110, 1.299], [0.249, 0.243, -4.245], [0.531, -0.438, 2.848], [0.227, -0.543, 4.328], [-1.349, -1.363, 4.552], [-2.256, -0.925, 5.513], [-3.520, -1.505, 5.596], [-3.833, -2.619, 4.805], [-2.875, -3.151, 3.932], [-1.654, -2.497, 3.782], [1.570, -1.568, 4.954], [2.216, -1.456, 6.194], [3.427, -2.129, 6.403], [3.950, -2.980, 5.424], [3.269, -3.149, 4.214], [2.051, -2.505, 4.019], [0.093, 1.130, 4.988], [1.267, 1.847, 5.275], [1.188, 3.179, 5.691], [-0.057, 3.823, 5.752], [-1.210, 3.168, 5.301], [-1.107, 1.854, 4.843], [-1.938, -0.180, 6.233], [-4.212, -1.127, 6.346], [-4.806, -3.102, 4.918], [-3.072, -4.084, 3.388], [-0.932, -2.889, 3.073], [1.755, -0.876, 6.991], [3.966, -1.976, 7.339], [4.880, -3.519, 5.608], [3.678, -3.794, 3.439], [1.471, -2.714, 3.124], [2.216, 1.319, 5.186], [2.089, 3.677, 6.053], [-0.133, 4.849, 6.101], [-2.177, 3.676, 5.264], [-1.961, 1.383, 4.356]],
  "forces_ev_per_angstrom": [[1.33, 3.26, 0.65], [0.98, -2.91, 0.01], [-0.41, -0.40, -2.19], [-0.57, -0.03, -0.51], [-0.66, 0.15, 0.07], [-0.44, 0.49, -0.25], [0.12, -0.18, 0.07], [0.07, -0.12, -0.09], [-0.07, -0.05, 0.15], [-0.15, -0.01, 0.10], [-0.02, -0.16, -0.18], [-0.12, -0.31, -0.12], [-0.68, -0.13, -0.24], [0.07, 0.06, 0.19], [-0.11, 0.08, -0.08], [0.04, 0.05, -0.20], [0.68, -0.52, 1.10], [0.32, 0.30, 0.25], [-0.31, -0.22, 0.14], [0.21, -0.39, 1.38], [-0.05, 0.06, -0.18], [0.21, 0.07, -0.11], [0.10, 1.02, 0.12], [0.30, 0.02, 0.66], [-0.12, 0.03, -0.20], [-0.24, -0.01, 0.00], [-0.27, 0.19, -0.26], [0.01, 0.01, -0.38], [-0.07, -0.16, -0.06], [-0.46, -0.03, -0.08], [-0.14, -0.08, 0.23], [0.31, 0.00, -1.61], [-0.23, -0.37, 0.32], [-0.15, -0.37, 0.02], [0.10, -0.38, 0.07], [0.10, 0.20, 0.22], [-0.11, 0.12, 0.05], [-0.20, 0.04, 0.09], [0.29, -0.42, 0.76], [0.11, -0.12, -0.45], [-0.20, -0.11, 0.09], [-0.04, 0.37, -0.03], [-0.31, -0.11, 0.46], [0.36, 0.29, -0.06], [0.28, 0.68, -0.48], [-0.42, -0.28, 0.50], [-0.24, -0.14, 0.19], [0.09, -0.31, -0.15], [0.41, -0.13, -0.38], [-0.06, -0.19, 0.34], [-0.29, 0.13, -0.15], [0.01, -0.19, -0.25], [0.30, 0.13, -0.06], [0.04, 0.51, 0.20], [0.04, 0.04, 0.14], [0.33, 0.17, -0.18], [-0.23, -0.19, -0.23], [-0.21, 0.26, -0.07], [-0.18, -0.03, 0.25], [0.27, 0.28, -0.02], [-0.06, 0.26, 0.31], [-0.27, 0.00, -0.33], [0.09, -0.18, 0.03], [0.41, -0.10, 0.00], [0.08, 0.06, 0.45]]
}

What calculated total energy values result from the calculations? In sequence: -74532.317; -148271.000; -106480.357 eV.
What energy above the lowest of the compared OMol25 structures with the same formula, charge and spin values result from the calculations? In sequence: 38.1; 0.5; 0.0 kcal per mole.